20
Properties=species:S:1:pos:R:3 method="wB97M-V/def2-TZVPD" e_homo_ev=-7.25 multiplicity=1 orbital_gap_ha=0.266 e_above_lowest_ev=0.005
C -3.17 0.16 0.69
C -3.32 -0.41 -0.60
C -1.92 0.35 1.25
C -2.23 -0.89 -1.29
C -0.84 -0.18 0.54
C -0.99 -0.77 -0.69
C 1.41 -0.78 0.12
N 0.51 -0.21 0.95
N 3.93 1.14 -0.51
S 0.53 -1.36 -1.35
S 2.89 -1.27 0.64
S 2.42 2.09 -0.74
H -4.12 0.62 1.20
H -4.25 -0.64 -0.98
H -1.99 0.52 2.40
H -2.26 -1.23 -2.29
H 0.80 0.06 1.79
H 4.49 1.28 -1.34
H 4.47 1.45 0.28
H 3.64 0.09 -0.09

---

42
Properties=species:S:1:pos:R:3 method="wB97M-V/def2-TZVPD" e_homo_ev="-5.22 / -7.77" multiplicity=3 orbital_gap_ha="0.190 / 0.211" e_above_lowest_ev=0.175
Pt -0.44 0.72 -0.66
O -1.17 0.13 3.85
C 0.14 0.15 4.17
C 0.48 0.12 5.52
C 1.81 0.13 5.91
C 2.82 0.12 4.95
C 2.50 0.14 3.61
C 1.16 0.18 3.19
C 0.83 0.26 1.78
O -0.43 0.36 1.41
N 1.80 0.21 0.88
N 1.45 0.40 -0.37
C 2.33 0.13 -1.36
C 2.08 0.26 -2.73
C 3.12 -0.09 -3.63
C 2.94 -0.12 -4.99
C 1.69 0.21 -5.54
C 0.66 0.58 -4.71
C 0.81 0.67 -3.32
O -0.19 1.14 -2.64
H -1.21 0.18 2.87
H -0.31 0.10 6.24
H 2.06 0.12 6.96
H 3.85 0.10 5.25
H 3.26 0.12 2.85
H 3.29 -0.25 -1.04
H 4.09 -0.34 -3.21
H 3.75 -0.42 -5.64
H 1.55 0.17 -6.61
H -0.30 0.85 -5.13
C -4.57 -2.62 -0.58
O -4.59 -1.20 -0.59
C -3.41 -0.57 -0.66
O -2.33 -1.11 -0.71
N -3.61 0.78 -0.68
N -2.54 1.68 -0.74
H -5.62 -2.92 -0.58
H -4.06 -2.99 0.31
H -4.06 -3.01 -1.47
H -4.57 1.12 -0.64
H -2.53 2.30 0.08
H -2.52 2.21 -1.61

---

9
Properties=species:S:1:pos:R:3 method="wB97M-V/def2-TZVPD" e_homo_ev=-11.13 multiplicity=1 orbital_gap_ha=0.431 e_above_lowest_ev=1.496 smiles=C#C[C@H](O)C#N
O -1.30 0.55 -0.98
C -0.45 -0.38 -0.37
C 0.93 0.12 -0.18
C 2.03 0.56 0.00
C -0.99 -0.81 0.94
N -1.44 -1.09 1.97
H -1.33 1.33 -0.42
H -0.43 -1.25 -1.04
H 3.01 0.94 0.16

---

153
Properties=species:S:1:pos:R:3 method="wB97M-V/def2-TZVPD" e_homo_ev=-8.25 multiplicity=1 orbital_gap_ha=0.298
C -0.62 -2.71 1.13
C -1.45 -3.08 2.37
C -2.03 -4.49 2.14
C -0.73 -2.89 3.73
C 0.77 -3.25 3.74
C -0.98 -1.53 4.39
O -0.38 -0.41 3.71
C -1.09 0.17 2.71
C -2.47 0.22 2.62
C -3.05 0.85 1.56
C -2.29 1.45 0.56
C -0.91 1.47 0.63
C -0.13 2.15 -0.46
C -0.40 3.66 -0.58
C -0.04 4.08 -2.01
Cl 0.32 5.81 -2.11
C -0.32 0.82 1.73
C 1.19 0.79 1.88
C 1.81 -0.33 1.10
O 2.60 -1.09 1.53
F 1.45 -0.45 -0.19
C -3.26 1.99 -0.47
O -3.14 2.80 -1.32
N -4.43 1.25 -0.19
C -5.65 1.50 -0.94
P -6.44 -0.09 -1.33
O -7.91 0.15 -1.52
O -6.12 -1.21 -0.06
O -5.79 -0.69 -2.66
C -4.50 1.03 1.19
O -5.49 0.99 1.85
H 0.45 -2.89 1.22
H -0.82 -1.69 0.79
H -0.96 -3.34 0.30
H -2.33 -2.43 2.38
H -1.26 -5.25 1.98
H -2.57 -4.41 1.19
H -2.77 -4.77 2.89
H -1.20 -3.60 4.42
H 1.38 -2.53 3.20
H 0.87 -4.25 3.31
H 1.10 -3.34 4.77
H -2.03 -1.40 4.63
H -0.46 -1.58 5.34
H -3.09 -0.24 3.38
H -0.35 1.64 -1.40
H 0.94 2.05 -0.31
H -1.41 3.96 -0.33
H 0.29 4.19 0.07
H 0.84 3.49 -2.29
H -0.83 3.78 -2.70
H 1.65 1.73 1.60
H 1.46 0.61 2.91
H -6.40 2.06 -0.39
H -5.42 1.95 -1.91
H -6.68 -0.97 0.70
H -5.74 -1.65 -2.56
Br -3.18 5.89 -2.51
C -3.94 7.17 -3.74
C -2.96 8.27 -4.06
Br -2.81 9.56 -2.61
H -4.86 7.54 -3.30
H -4.18 6.61 -4.64
H -3.31 8.85 -4.92
H -1.96 7.90 -4.26
Br -8.91 -5.58 -0.35
C -9.86 -4.17 -1.32
C -8.95 -3.42 -2.25
Br -7.80 -2.17 -1.27
H -10.32 -3.53 -0.57
H -10.64 -4.69 -1.87
H -9.54 -2.81 -2.94
H -8.30 -4.08 -2.83
Br -6.41 7.12 0.40
C -5.55 8.50 1.48
C -4.19 8.85 0.93
Br -2.87 7.49 1.37
H -5.51 8.13 2.50
H -6.22 9.36 1.42
H -3.82 9.77 1.39
H -4.18 8.96 -0.15
Br 7.35 -1.26 -2.56
C 6.28 -1.41 -0.93
C 4.97 -0.69 -1.06
Br 5.20 1.24 -0.90
H 6.90 -1.04 -0.12
H 6.13 -2.48 -0.80
H 4.31 -0.97 -0.25
H 4.48 -0.87 -2.01
Br -1.16 -1.00 -2.61
C -0.13 -1.46 -4.20
C 1.33 -1.12 -4.04
Br 1.65 0.79 -4.23
H -0.60 -0.94 -5.03
H -0.26 -2.53 -4.32
H 1.91 -1.59 -4.84
H 1.73 -1.42 -3.08
Br -12.91 -7.81 -0.42
C -11.58 -9.14 0.05
C -10.46 -9.18 -0.96
Br -10.99 -10.09 -2.59
H -12.10 -10.09 0.14
H -11.20 -8.84 1.02
H -9.62 -9.76 -0.57
H -10.11 -8.19 -1.24
Br -1.67 3.99 -5.26
C -0.58 2.82 -6.36
C -1.39 2.15 -7.43
Br -2.47 0.70 -6.71
H -0.11 2.12 -5.68
H 0.18 3.47 -6.80
H -0.73 1.68 -8.16
H -2.07 2.82 -7.94
Br 9.80 -0.74 1.76
C 10.97 -1.92 0.74
C 10.21 -2.59 -0.37
Br 9.09 -4.04 0.30
H 11.41 -2.61 1.45
H 11.74 -1.27 0.34
H 10.90 -3.06 -1.07
H 9.56 -1.91 -0.91
Br -3.12 -8.72 6.49
C -3.16 -7.77 4.79
C -1.82 -7.80 4.11
Br -0.57 -6.55 4.93
H -3.51 -6.76 5.00
H -3.90 -8.29 4.19
H -1.91 -7.47 3.08
H -1.35 -8.77 4.13
Br 2.32 8.56 -1.73
C 4.15 7.90 -1.72
C 4.52 7.27 -3.04
Br 3.74 5.50 -3.26
H 4.23 7.20 -0.89
H 4.77 8.77 -1.53
H 5.60 7.12 -3.10
H 4.20 7.86 -3.90
Br 7.00 2.96 3.97
C 8.80 2.87 3.24
C 9.68 3.95 3.80
Br 9.30 5.68 3.00
H 8.71 2.91 2.16
H 9.17 1.89 3.53
H 10.73 3.75 3.57
H 9.57 4.07 4.87
Br 12.14 -4.00 3.99
C 13.94 -4.08 3.24
C 14.81 -2.99 3.79
Br 14.40 -1.27 2.97
H 13.83 -4.04 2.16
H 14.32 -5.06 3.52
H 15.86 -3.18 3.54
H 14.71 -2.87 4.86

---

14
Properties=species:S:1:pos:R:3 method="wB97M-V/def2-TZVPD" e_homo_ev="-15.95 / -15.95" multiplicity=1 orbital_gap_ha="0.374 / 0.374" e_above_lowest_ev=4.914 smiles="C[C@H]1C#[N+]CN=C1" total_charge=+1
C -0.34 1.23 0.38
C -0.15 -1.06 0.46
C -2.18 -0.14 -0.23
C 0.72 0.43 0.64
C 1.93 0.34 -0.33
N -1.27 -1.11 -0.01
N -1.49 1.17 0.09
H 0.42 -2.04 0.58
H -2.38 -0.03 -1.40
H -3.20 -0.11 0.33
H 1.11 0.54 1.61
H 1.72 0.47 -1.43
H 2.40 -0.65 -0.62
H 2.72 0.97 -0.08

---

19
Properties=species:S:1:pos:R:3 method="wB97M-V/def2-TZVPD" e_homo_ev=-9.25 multiplicity=1 orbital_gap_ha=0.372 e_above_lowest_ev=2.154 smiles=CCOCC.N
C -0.22 3.28 -0.34
C 0.29 2.06 -1.05
N -0.60 -4.02 4.28
H 0.28 3.54 0.57
H -1.31 3.12 -0.25
H -0.28 4.12 -1.05
H 0.15 2.08 -2.12
H 1.22 1.71 -0.62
H 0.14 -4.73 4.20
H -1.04 -3.90 3.38
H -0.03 -3.22 4.52
C -0.54 -0.47 -1.13
O -0.61 0.89 -0.78
C 0.93 -0.63 -1.68
H -0.75 -1.25 -0.39
H -1.30 -0.55 -1.97
H 0.93 0.02 -2.54
H 1.65 -0.45 -0.88
H 1.09 -1.60 -2.14

---

64
Properties=species:S:1:pos:R:3 method="wB97M-V/def2-TZVPD" e_homo_ev=-9.09 multiplicity=1 orbital_gap_ha=0.343
C 3.20 -3.64 4.34
P 2.01 -3.82 2.96
O 2.74 -3.05 1.68
C 0.57 -2.69 3.32
O 1.03 -1.54 4.02
S -0.34 -0.80 4.46
O -0.02 0.05 5.51
O -0.88 -0.29 3.28
O -1.05 -2.18 4.92
C -0.64 -3.23 4.10
F -1.65 -3.47 3.20
S -0.38 -4.79 4.99
H 4.11 -4.17 4.10
H 2.77 -3.98 5.27
H 3.44 -2.58 4.43
H 2.24 -2.24 1.51
H 0.18 -2.49 2.32
H -0.08 -5.61 3.98
C -2.08 0.54 0.63
O -2.96 1.63 0.79
C -2.79 2.27 2.04
C -3.31 3.69 1.98
O -2.41 4.60 1.37
C -2.29 4.53 -0.05
C -3.49 5.08 -0.79
O -4.53 4.12 -0.85
C -5.77 4.70 -1.15
H -2.24 -0.22 1.40
H -2.27 0.10 -0.35
H -1.04 0.88 0.65
H -1.73 2.29 2.32
H -3.35 1.71 2.80
H -3.42 4.05 3.01
H -4.30 3.73 1.52
H -2.05 3.52 -0.37
H -1.43 5.16 -0.29
H -3.19 5.32 -1.82
H -3.84 5.99 -0.29
H -6.06 5.42 -0.38
H -6.51 3.91 -1.18
H -5.75 5.20 -2.13
C 0.98 1.41 -2.74
O 1.33 0.05 -2.84
C 0.71 -0.58 -3.95
C 1.47 -1.82 -4.36
O 2.63 -1.55 -5.14
C 3.76 -1.02 -4.47
C 4.48 -2.02 -3.60
O 3.81 -2.15 -2.36
C 4.16 -3.33 -1.66
H -0.11 1.53 -2.61
H 1.48 1.82 -1.87
H 1.31 1.97 -3.62
H 0.65 0.11 -4.80
H -0.31 -0.87 -3.65
H 0.82 -2.41 -5.00
H 1.72 -2.44 -3.49
H 3.50 -0.12 -3.91
H 4.44 -0.72 -5.27
H 5.50 -1.67 -3.40
H 4.52 -2.99 -4.11
H 3.88 -4.22 -2.24
H 3.60 -3.34 -0.73
H 5.23 -3.35 -1.44

---

22
Properties=species:S:1:pos:R:3 method="wB97M-V/def2-TZVPD" e_homo_ev=-14.69 multiplicity=1 orbital_gap_ha=0.414 e_above_lowest_ev=0.447 total_charge=+1
Na -0.22 -0.08 -0.07
O 1.55 0.78 -1.88
H 1.59 -0.19 -1.98
H 0.83 1.04 -2.48
O 0.10 2.39 0.56
H -0.20 2.49 1.48
H 0.15 3.29 0.22
O -0.37 -0.02 2.97
H 0.38 -0.37 2.48
H -0.85 -0.79 3.30
O 2.14 0.39 1.23
H 2.08 1.31 1.52
H 2.27 0.49 0.28
O 1.17 -1.87 -0.66
H 2.09 -2.17 -0.75
H 0.64 -2.64 -0.90
O -1.41 -1.08 -2.02
H -1.37 -0.48 -2.78
H -1.79 -1.88 -2.39
O -2.54 -0.16 0.58
H -3.09 0.18 1.30
H -3.13 -0.64 -0.01

---

28
Properties=species:S:1:pos:R:3 method="wB97M-V/def2-TZVPD" e_homo_ev=-8.32 multiplicity=1 orbital_gap_ha=0.339 e_above_lowest_ev=6.116 smiles=N[C@H]1C[C@H]2CC[C@@H]1c1ccccc12
C -1.53 -0.65 -0.95
C -1.09 0.79 -1.02
C -0.11 1.39 0.06
C -0.67 1.20 1.47
C -1.26 -0.17 1.51
C -0.76 -1.07 0.30
C 0.80 -0.82 0.36
C 2.01 -1.51 0.34
C 3.21 -0.96 -0.22
C 3.38 0.34 -0.69
C 2.24 1.09 -0.48
C 1.06 0.65 0.18
H -3.48 -0.37 -1.84
H -3.45 -1.43 -0.42
H -1.12 -1.41 -1.71
H -2.02 1.40 -0.62
H -1.06 1.29 -2.07
H 0.08 2.34 -0.35
H -1.61 1.85 1.58
H 0.13 1.12 2.19
H -2.48 -0.17 1.37
H -1.19 -1.08 2.42
H -0.80 -2.05 0.60
H 2.02 -2.61 0.86
H 4.08 -1.64 -0.32
H 4.31 0.82 -0.82
H 2.23 2.25 -0.71
N -2.93 -0.61 -1.03

---

39
Properties=species:S:1:pos:R:3 method="wB97M-V/def2-TZVPD" e_homo_ev="-14.76 / -14.63" multiplicity=1 orbital_gap_ha="0.141 / 0.117" total_charge=+2
O 0.00 2.26 -5.24
C -0.02 2.14 -4.10
Tl 0.03 0.58 -0.45
C -0.38 0.85 2.34
O -0.35 0.95 3.49
C -0.02 -2.46 0.09
O 0.00 -3.61 0.06
C 2.48 0.20 -0.47
O 3.59 -0.08 -0.52
C -2.54 0.16 -0.31
O -3.58 -0.23 -0.60
H 0.08 -0.30 -2.08
C 0.29 -2.05 3.12
P 1.78 -1.42 2.16
C 2.68 0.12 2.86
C 2.52 1.41 2.34
C 3.17 2.50 2.93
C 4.03 2.28 4.01
C 4.26 0.98 4.47
C 3.62 -0.10 3.86
C 2.84 -2.87 2.68
C 2.86 -3.20 4.06
C 3.44 -4.39 4.52
C 3.94 -5.28 3.56
C 3.85 -5.04 2.17
C 3.26 -3.85 1.73
H 0.54 -1.84 4.18
H -0.65 -1.58 2.76
H 0.33 -3.15 3.01
H 1.87 1.59 1.46
H 2.98 3.51 2.54
H 4.52 3.12 4.49
H 4.92 0.75 5.31
H 3.77 -1.14 4.15
H 2.36 -2.48 4.74
H 3.47 -4.54 5.61
H 4.42 -6.19 3.92
H 4.25 -5.77 1.44
H 3.11 -3.64 0.65

---

14
Properties=species:S:1:pos:R:3 method="wB97M-V/def2-TZVPD" e_homo_ev=-9.28 multiplicity=1 orbital_gap_ha=0.341 e_above_lowest_ev=4.534 smiles="C[C@@](O)(CO)N=O"
C -0.19 1.43 -0.16
C -0.08 -1.34 -0.47
C 0.55 0.13 0.07
N 1.76 0.10 -0.83
O 2.85 0.22 -0.32
O 0.48 -2.42 0.14
O 0.82 0.02 1.44
H 0.11 2.07 0.65
H -1.29 1.35 0.17
H -0.17 1.97 -1.09
H 0.13 -1.40 -1.56
H -1.12 -1.29 -0.33
H 0.31 -2.38 1.10
H 1.66 0.49 1.62

---

67
Properties=species:S:1:pos:R:3 method="wB97M-V/def2-TZVPD" e_homo_ev="-7.88 / -8.13" multiplicity=2 orbital_gap_ha="0.303 / 0.315" e_above_lowest_ev=0.129
Co 0.08 -2.11 -0.88
F 3.57 -4.90 -1.67
C 3.43 -3.65 -2.11
F 3.74 -3.64 -3.42
F 4.32 -2.88 -1.48
C 2.00 -3.11 -1.90
O 1.07 -3.89 -1.63
O 1.87 -1.86 -1.97
F -2.70 -1.58 -1.05
C -1.74 -2.58 -0.98
F -2.23 -3.43 0.04
H -1.86 -3.17 -1.90
C 1.69 -2.07 4.41
N 0.36 -2.06 3.87
C -0.82 -2.00 4.73
C -1.99 -2.10 3.73
N -1.30 -2.25 2.45
C 0.03 -2.27 2.58
S 1.13 -2.49 1.32
H 1.83 -1.20 5.07
H 2.41 -2.02 3.60
H 1.87 -2.98 4.99
H -0.83 -1.06 5.28
H -0.81 -2.82 5.45
H -2.61 -1.20 3.73
H -2.63 -2.96 3.93
H -1.74 -2.55 1.60
C 2.74 1.30 -2.70
Si 2.12 1.51 -0.95
C 3.23 0.60 0.25
C 2.05 3.32 -0.49
Sb -0.21 0.47 -0.81
Si -1.32 1.36 -2.92
C -0.73 0.25 -4.30
C -0.83 3.14 -3.25
C -3.18 1.25 -2.73
Si -1.41 1.64 1.09
C -0.41 1.40 2.66
C -1.60 3.48 0.77
C -3.10 0.86 1.27
H 3.80 1.55 -2.74
H 2.22 1.97 -3.40
H 2.62 0.27 -3.03
H 4.24 1.02 0.20
H 3.29 -0.46 0.00
H 2.86 0.68 1.28
H 3.04 3.76 -0.61
H 1.75 3.46 0.56
H 1.35 3.89 -1.12
H 0.35 0.34 -4.44
H -1.21 0.52 -5.24
H -0.95 -0.80 -4.09
H 0.22 3.22 -3.54
H -0.99 3.78 -2.38
H -1.44 3.55 -4.07
H -3.50 0.25 -2.44
H -3.65 1.51 -3.69
H -3.55 1.96 -1.99
H 0.56 1.90 2.60
H -0.23 0.35 2.86
H -0.95 1.84 3.52
H -0.65 4.01 0.82
H -2.26 3.90 1.53
H -2.05 3.68 -0.21
H -3.05 -0.23 1.20
H -3.78 1.20 0.49
H -3.54 1.13 2.24